Below is 9 unconnected molecules or ions with the total composition C55H124N6O9, with properties calculated with ωB97M-V/def2-TZVPD.

## Properties
HOMO   -7.907 eV
SMILES   CC1(C)CCCC(C)(C)N1O.CC1(C)CCCC(C)(C)N1O.CC1(C)CCCC(C)(C)N1O.CC1(C)CCCC(C)(C)N1O.CC1(C)CCCC(C)(C)N1O.COC[C@H](C)N.CCO.CCO.CCO
Energy relative to the best compared isomer or geometry (same formula, charge and spin)   5.946 eV
Frontier orbital gap   8.180 eV
DFT total energy   -86400.472 eV

```
194
Properties=species:S:1:pos:R:3:forces:R:3:mulliken_charge:R:1
C -2.43031 -7.59357 -1.52299 -1.303 1.399 0.025 -1.8464
C -3.47356 -6.38766 -1.78001 1.052 -0.399 0.506 1.5334
C -4.22501 -6.64298 -3.11189 -0.228 -0.252 -0.147 -1.5037
C -4.43011 -6.40868 -0.58586 -0.598 -2.366 1.151 -1.6920
C -5.46244 -5.33220 -0.43314 1.390 0.622 -0.674 -0.6049
C -4.57505 -4.10578 -0.18966 0.158 -0.361 0.594 -1.6647
C -3.44935 -3.88772 -1.25094 -2.895 1.861 -1.023 2.4382
C -4.24471 -3.20213 -2.45301 1.340 -0.238 -0.007 -1.2298
C -2.54412 -2.78090 -0.69766 2.270 -0.809 -0.207 -1.3866
N -2.73150 -5.12108 -1.63776 -0.711 0.066 1.620 0.3938
O -1.83749 -4.90569 -2.69653 -0.144 0.232 -0.367 -0.5206
H -3.03917 -8.49752 -1.50634 0.320 -0.241 -0.300 0.4004
H -1.60636 -7.61313 -2.23632 -0.325 -0.097 -0.183 0.3556
H -2.00675 -7.46724 -0.52663 -0.007 0.104 0.004 0.4153
H -3.59629 -7.01305 -3.92173 0.343 0.078 0.197 0.3706
H -4.96688 -7.42202 -2.93627 0.063 -0.242 0.133 0.3837
H -4.81304 -5.84139 -3.55884 0.257 0.459 0.417 0.2807
H -4.93107 -7.36953 -0.46795 -0.389 -0.505 -1.292 0.6152
H -3.93508 -6.57800 0.37037 1.014 1.030 0.077 0.4716
H -6.00561 -5.30493 -1.37777 -0.460 0.371 0.168 0.2957
H -6.10998 -5.55292 0.41543 -0.128 0.157 -0.178 0.4000
H -4.10358 -4.27694 0.77808 0.234 -0.202 0.167 0.5592
H -5.13006 -3.18532 -0.00853 0.015 0.250 -0.560 0.3388
H -3.53471 -3.06450 -3.26852 -0.097 -0.448 -0.431 0.3996
H -4.51679 -2.16682 -2.24754 -0.294 -0.337 0.577 -0.2842
H -5.11885 -3.77334 -2.76558 0.128 0.072 -0.084 0.3602
H -1.54007 -2.91332 -1.10070 0.323 -0.207 -0.440 -0.0758
H -2.28856 -2.88918 0.35641 -0.677 0.163 0.310 0.4435
H -2.67759 -1.74033 -0.99349 -0.971 -0.126 0.249 -0.1117
H -1.11335 -4.49443 -2.21896 0.452 -0.070 -0.309 0.3955
C -1.62084 2.63657 4.92893 -0.128 -0.818 -0.384 -1.8738
C -1.87518 3.63206 3.74864 0.341 0.393 1.672 2.0116
C -1.41010 5.02787 4.26329 -0.617 1.359 -0.062 -1.7856
C -0.98546 3.22774 2.56524 0.506 0.979 -0.893 -0.3874
C -1.38634 3.95317 1.24394 -0.611 -2.125 2.194 -1.4238
C -2.87007 3.58587 1.01370 0.228 1.670 -1.151 -0.7190
C -3.92494 3.88474 2.12457 0.669 1.390 0.646 1.3795
C -4.30262 5.43848 2.10317 0.753 -1.176 0.274 -1.7282
C -5.21475 3.05633 1.81335 0.672 0.240 0.569 -1.7708
N -3.33020 3.46533 3.43849 1.507 -0.319 -2.753 0.3592
O -4.14650 3.76325 4.51680 -0.260 -0.164 0.368 -0.5051
H -0.57554 2.42993 5.15860 0.237 0.245 -0.440 0.0416
H -2.06034 2.79976 5.91295 -0.310 0.853 -0.238 0.3759
H -2.07421 1.70021 4.60365 0.177 -0.330 -0.080 0.5603
H -1.57514 5.89132 3.61882 -0.335 -0.288 -0.786 0.3493
H -1.92305 5.38498 5.15628 -0.240 -0.612 0.263 0.4549
H -0.35206 5.17616 4.47927 0.243 -0.943 0.071 0.2936
H 0.03450 3.57909 2.72126 0.124 -0.197 0.736 -0.3349
H -0.90485 2.14849 2.43549 -0.415 -0.150 -0.064 0.6708
H -1.17209 5.01493 1.36583 -0.413 0.072 -0.148 0.4206
H -0.76864 3.56946 0.43195 -0.141 0.211 -0.139 0.7190
H -3.02375 2.60887 0.55550 0.360 -0.250 0.477 0.0263
H -2.99139 4.27688 0.17950 -1.349 -0.017 -0.311 0.4322
H -4.48343 5.67138 1.05382 -0.870 0.237 0.232 0.4474
H -3.53134 6.14524 2.40931 0.625 -0.466 -0.005 0.2979
H -5.06972 5.62018 2.85593 -0.583 -0.020 -0.637 0.4192
H -4.91700 2.00924 1.75827 -0.077 -0.069 -0.477 0.4185
H -5.69783 3.43206 0.91138 0.310 -0.239 -0.248 0.3197
H -6.00815 3.07752 2.56045 0.301 0.443 0.420 0.4396
H -4.31847 2.84453 4.73587 -0.721 0.176 0.903 0.3804
C 2.91413 -0.08104 7.88523 -0.197 0.335 0.422 -1.8579
C 3.47234 0.12796 6.50694 1.177 1.048 -0.942 1.4835
C 4.95694 -0.26989 6.35972 0.505 -1.213 -0.557 -1.6385
C 2.53546 -0.80762 5.64650 1.100 0.798 -2.290 -1.8819
C 2.56408 -0.43500 4.09634 0.170 -0.108 2.197 0.6537
C 2.34990 1.03793 3.87952 0.753 -0.224 0.551 -0.1054
C 3.20878 2.03665 4.70893 2.371 -0.217 -0.644 2.1840
C 4.57979 2.38970 3.93534 -0.228 -1.088 0.704 -1.7227
C 2.47089 3.31088 4.74750 -1.130 1.855 0.724 -2.5168
N 3.49688 1.55412 6.07735 -2.188 -0.541 -0.294 0.6623
O 4.06707 2.48899 7.02414 -0.451 -0.981 -1.519 -0.5122
H 1.87529 0.23710 7.79744 -0.177 -0.271 0.419 0.4605
H 2.99958 -1.15533 8.04865 -0.317 0.009 0.394 0.4038
H 3.34279 0.45684 8.73082 0.421 0.036 -0.287 0.3267
H 5.69374 0.44122 6.73330 -0.475 0.102 0.691 0.2967
H 5.20566 -1.27879 6.68891 -0.105 -0.084 0.680 0.4542
H 5.28815 -0.33689 5.32342 -0.555 0.197 -0.560 0.2570
H 3.05149 -1.76542 5.71313 -0.556 -0.314 0.219 0.5857
H 1.49503 -0.89098 5.96061 0.220 0.245 0.468 0.4600
H 3.53266 -0.82317 3.78130 -0.152 0.274 -0.772 -1.1946
H 1.71400 -0.78249 3.50922 0.334 -1.322 0.208 0.6560
H 1.28408 1.18251 4.05625 -0.063 0.480 0.245 -0.0250
H 2.49028 1.11773 2.80154 0.186 0.980 -0.080 -0.1268
H 4.42486 2.48819 2.86091 -0.001 0.103 -0.002 0.3851
H 5.32472 1.61955 4.13546 -0.200 -0.521 -0.364 0.2877
H 5.12548 3.25115 4.32038 -0.652 0.433 0.090 0.3381
H 3.10695 4.14604 5.04084 0.130 0.097 -0.256 0.4379
H 1.67478 3.32635 5.49186 -0.290 -0.377 0.120 0.6368
H 1.97005 3.54760 3.80875 0.313 0.037 -0.177 0.1971
H 3.31159 3.07231 7.12706 -0.012 0.314 0.522 0.3350
C -6.70871 -0.88738 -3.57682 0.223 -0.957 -0.232 -2.1519
C -6.40876 0.58709 -3.19855 -0.066 -0.772 1.330 2.4259
C -7.65365 1.25565 -2.52569 -0.688 -0.627 -0.573 -2.0226
C -5.33022 0.45058 -2.11188 -0.739 2.635 -0.027 -1.7955
C -4.69225 1.81105 -1.70960 -0.273 -0.843 -2.808 0.4561
C -4.15517 2.43758 -3.11152 0.689 -1.152 2.710 -1.2994
C -5.11344 2.50265 -4.30939 -0.054 1.242 0.010 1.8241
C -6.00978 3.73622 -4.03112 -0.641 0.141 0.272 -1.8055
C -4.26052 2.78201 -5.60974 0.514 -0.957 0.214 -1.6887
N -5.80164 1.18575 -4.35920 -0.309 0.593 -1.704 0.4319
O -6.86762 1.19235 -5.36603 0.495 0.784 0.569 -0.5515
H -6.59383 -1.53485 -2.70751 -0.229 0.184 0.296 0.5595
H -7.62032 -1.23323 -4.06413 -0.531 0.946 0.149 0.3376
H -5.96042 -1.28730 -4.26109 0.484 0.382 -0.029 0.4068
H -7.56673 1.71228 -1.53978 0.843 0.415 -0.178 0.2371
H -8.17869 1.93933 -3.19280 0.054 -0.070 0.003 0.4212
H -8.34235 0.44472 -2.28862 -0.244 -0.105 -0.289 0.4996
H -5.88735 0.18720 -1.21280 0.576 -1.399 -0.013 1.1283
H -4.49206 -0.09171 -2.54948 -0.218 -0.800 0.663 -0.1546
H -5.32629 2.51570 -1.17147 -0.132 -0.239 -0.037 0.0524
H -3.91435 1.41442 -1.05717 0.563 0.997 -0.007 -0.3511
H -3.31851 1.78314 -3.35608 0.243 0.129 -0.257 -0.0652
H -3.76576 3.38732 -2.74484 0.124 0.358 -1.004 0.7870
H -6.65484 4.07200 -4.84306 -0.164 -0.542 -0.112 0.2784
H -5.48048 4.64683 -3.75051 0.763 -0.200 -0.232 0.3951
H -6.60219 3.56285 -3.13273 -0.338 -0.198 -0.160 0.3825
H -4.70723 2.72882 -6.60258 -1.031 0.410 0.353 0.4305
H -3.46712 2.05331 -5.77596 0.136 -0.438 0.711 0.1975
H -3.69657 3.71227 -5.54145 -0.403 0.274 0.239 0.3485
H -6.55836 0.63680 -6.08529 0.345 -0.128 0.056 0.3203
C 6.77678 -2.96598 -1.78925 1.035 0.428 1.202 -1.6353
C 7.31841 -1.51888 -1.90217 -0.684 -2.047 -3.690 1.7134
C 8.65326 -1.58417 -2.68842 0.469 0.426 0.853 -2.0337
C 6.32884 -0.85469 -2.88733 -0.489 2.478 1.207 -1.7462
C 5.10589 -0.22512 -2.11727 0.314 -0.284 -0.503 0.0803
C 5.54310 0.55193 -0.86656 0.777 -0.502 -1.563 -1.5759
C 6.42645 -0.28950 0.07714 -1.532 1.377 0.773 2.1806
C 6.95332 0.69921 1.08713 0.910 0.409 1.380 -1.8922
C 5.52729 -1.29977 0.80316 0.120 -0.269 -1.454 -0.7419
N 7.51464 -0.77211 -0.71932 1.722 0.304 1.078 0.4063
O 8.58787 -1.38085 0.13921 -1.781 0.209 -1.085 -0.4860
H 5.79334 -2.97920 -1.31936 0.118 -0.230 0.063 0.1601
H 6.73738 -3.48687 -2.74592 0.104 0.207 0.029 0.4352
H 7.56117 -3.38858 -1.16137 -0.497 -0.966 0.260 0.4040
H 9.06181 -0.57377 -2.70532 0.004 0.190 -0.160 0.5173
H 9.39700 -2.17584 -2.15468 -0.065 -0.281 -0.060 0.4280
H 8.60352 -1.93059 -3.72071 -0.429 -0.144 0.146 0.3408
H 6.86778 -0.03344 -3.35976 -0.001 0.446 0.059 0.4390
H 6.04502 -1.46018 -3.74811 -0.088 -0.527 0.509 0.5038
H 4.58466 0.50525 -2.73611 -0.022 -0.134 -0.360 0.3231
H 4.36428 -0.99060 -1.88891 0.077 -0.190 0.070 0.0091
H 4.68956 1.06513 -0.42361 0.012 -0.325 0.511 0.2670
H 6.19384 1.33375 -1.25821 0.058 0.306 0.103 0.5919
H 7.36615 1.60600 0.64509 0.092 -0.107 -0.238 0.4501
H 7.71586 0.26944 1.73670 0.295 -0.198 -0.277 0.5115
H 6.23386 1.02361 1.83895 -0.594 -0.008 -0.419 0.0319
H 4.94411 -0.77311 1.55856 0.397 -0.468 0.515 -0.4382
H 6.13559 -2.17424 1.03414 -0.301 0.072 0.923 0.5557
H 4.78869 -1.63307 0.07414 -0.141 -0.316 0.042 -0.0890
H 9.34714 -0.87098 -0.15257 0.138 0.131 0.071 0.3437
C 1.36492 -2.76522 -0.68663 0.476 -0.012 -0.485 -0.6648
O 1.31753 -1.89158 -1.82892 -1.010 -1.764 1.243 -0.4767
C 1.59889 -0.60260 -1.49667 -0.340 2.917 -1.429 0.4841
C 0.42540 0.22697 -0.87136 -0.277 -1.034 0.161 1.4650
C -0.68031 0.56119 -1.90739 1.021 -0.097 -1.226 -2.0014
N 0.90752 1.44917 -0.28369 0.079 1.362 -0.258 -0.1537
H 0.90314 -3.70831 -0.97894 0.550 -0.142 -0.116 0.3825
H 0.86132 -2.49463 0.24141 -0.493 0.844 -0.244 0.2531
H 2.41943 -2.80585 -0.41374 0.167 -0.754 0.058 0.1649
H 2.59844 -0.40535 -1.10924 -0.052 -0.491 1.491 -0.7545
H 1.81786 -0.13187 -2.45509 -0.472 0.330 -0.510 0.1834
H -0.04323 -0.34521 -0.07067 -0.107 -0.702 -0.003 0.1043
H -1.49562 1.23390 -1.64122 0.058 -0.171 0.695 0.1219
H -1.08711 -0.29658 -2.44296 -0.213 -0.512 0.677 0.4349
H -0.21688 1.04620 -2.76651 0.380 0.515 0.060 0.4425
H 1.60250 1.39396 0.44711 0.143 -0.625 -0.035 -0.0907
H 0.10966 1.90097 0.13988 0.028 0.273 -0.002 -0.2661
C 3.21210 3.47907 -3.21140 0.265 -0.064 0.493 -0.7592
C 3.21560 4.21618 -1.88400 -0.493 1.232 0.517 0.1705
O 3.83527 5.52720 -2.13177 -0.284 -1.194 0.041 -0.5762
H 2.98087 2.41816 -3.11588 0.018 -0.016 0.266 -0.0045
H 4.22951 3.57826 -3.58973 -0.054 -0.103 -0.313 0.3431
H 2.50142 3.88180 -3.93310 0.114 0.279 0.138 0.3474
H 3.65067 3.69988 -1.02828 1.190 -0.356 -0.441 0.1530
H 2.24464 4.35383 -1.40821 -0.702 0.279 -0.796 0.0580
H 3.68832 6.11169 -1.38453 -0.090 -0.127 0.127 0.2908
C -1.98580 -0.84582 -5.74825 -0.191 -0.486 1.173 -0.5285
C -0.66331 -0.24359 -5.93026 1.801 0.360 -0.914 -0.1478
O -0.89908 1.15185 -5.96716 -0.172 0.736 0.407 -0.4275
H -2.36346 -0.42934 -4.81442 -0.522 0.317 -0.119 -0.2132
H -1.85291 -1.89312 -5.47697 -0.436 -0.344 -0.767 0.3874
H -2.61111 -0.56419 -6.59546 -0.265 -0.591 0.214 0.3421
H -0.13266 -0.60742 -6.81011 -0.397 0.169 -0.732 0.4055
H 0.07379 -0.55794 -5.19136 -0.214 0.394 0.897 0.0370
H -0.34053 1.69953 -6.52363 0.371 -0.559 -0.056 0.2182
C 3.24886 -5.34974 2.75729 -0.910 -0.713 0.821 -1.3563
C 3.57697 -3.94542 2.65969 2.141 3.174 -0.061 0.6284
O 3.98465 -3.47798 3.94489 -0.240 -0.621 1.245 -0.6028
H 2.87512 -5.65051 1.77853 0.190 -0.695 0.221 0.3591
H 2.51407 -5.48555 3.55084 -0.409 -0.207 -0.247 0.3698
H 4.14852 -5.82415 3.14928 -0.035 -0.525 -0.617 0.2904
H 2.87737 -3.20356 2.27459 -0.744 -0.504 -0.227 0.1211
H 4.45342 -3.86180 2.01708 0.103 0.084 -0.445 -0.0186
H 4.49232 -2.66430 3.98735 -0.025 -0.035 -0.711 0.2557
```
Positions in Å, forces in eV/Å.